(w)
Below is a cluster of 7 separate species, H14O7 in total, with properties calculated with ωB97M-V/def2-TZVPD.

Structure (ORCA input):
```
! RIJCOSX wB97M-V def2-TZVPD def2/J DEFGRID3
* xyz 0 1
H 1.23 -1.99 -0.04
H -0.21 -1.97 0.43
H 0.94 0.90 -1.36
H 2.03 1.71 -0.68
H 2.24 1.35 1.95
H 3.37 0.55 2.57
H -2.32 -2.05 -1.65
H -0.87 -2.05 -1.21
H -3.05 -1.11 -0.38
H -3.41 0.18 -1.10
H 0.36 1.78 2.81
H 1.58 1.81 3.71
H -0.81 -0.53 -3.21
H -0.86 0.88 -2.64
O 0.56 -1.40 0.33
O 1.67 1.49 -1.55
O 2.80 1.31 2.73
O -1.59 -2.64 -1.46
O -3.72 -0.42 -0.41
O 0.74 2.25 3.56
O -0.70 -0.04 -2.39
*
```

Properties
**Highest occupied orbital energy**: -10.784 eV
**LUMO**: -0.12 eV
**Gap between HOMO and LUMO**: 10.666 eV

=====

(x)
Below is a cluster of 7 separate species, H14O7 in total, with properties calculated with ωB97M-V/def2-TZVPD.

Structure (ORCA input):
```
! RIJCOSX wB97M-V def2-TZVPD def2/J DEFGRID3
* xyz 0 1
H 2.10 -1.64 -1.00
H 0.85 -1.50 -0.21
H 4.19 -0.35 0.35
H 4.19 -1.28 -0.88
H -1.86 -1.98 -1.31
H -2.86 -0.97 -2.06
H -1.02 2.82 -0.71
H -1.83 1.79 -1.55
H 2.32 1.51 1.48
H 2.09 2.82 0.75
H -1.81 0.78 1.44
H -0.55 0.07 1.11
H -2.35 -1.36 0.81
H -3.68 -1.57 1.51
O 1.62 -0.94 -0.56
O 4.75 -0.97 -0.12
O -2.34 -1.18 -1.20
O -1.75 2.69 -1.26
O 2.34 1.96 0.62
O -1.11 0.24 1.83
O -3.28 -0.94 0.96
*
```

Properties
**Highest occupied orbital energy**: -10.380 eV
**LUMO**: -0.17 eV
**Gap between HOMO and LUMO**: 10.208 eV

=====

(y)
Below is a cluster of 7 separate species, H14O7 in total, with properties calculated with ωB97M-V/def2-TZVPD.

Structure (ORCA input):
```
! RIJCOSX wB97M-V def2-TZVPD def2/J DEFGRID3
* xyz 0 1
O 4.15 -1.25 0.09
H 4.80 -0.59 0.32
H 3.90 -1.65 0.92
O -1.09 0.56 4.17
H -1.91 0.47 4.66
H -0.52 -0.12 4.53
O -2.85 2.91 -0.47
H -2.15 2.26 -0.56
H -2.64 3.58 -1.13
O 0.37 -1.57 -3.92
H -0.54 -1.63 -4.20
H 0.66 -0.72 -4.24
O -0.10 0.36 -0.29
H 0.36 0.45 0.54
H 0.30 -0.40 -0.71
O -1.16 4.16 2.80
H -1.54 4.37 1.94
H -1.24 3.21 2.87
O 0.75 -4.96 -2.39
H 0.52 -4.03 -2.46
H -0.08 -5.42 -2.48
*
```

Properties
**Highest occupied orbital energy**: -11.059 eV
**LUMO**: 0.29 eV
**Gap between HOMO and LUMO**: 11.354 eV

=====

(z)
Below is a cluster of 7 separate species, H14O7 in total, with properties calculated with ωB97M-V/def2-TZVPD.

Structure (ORCA input):
```
! RIJCOSX wB97M-V def2-TZVPD def2/J DEFGRID3
* xyz 0 1
O 1.27 -1.48 1.56
H 1.21 -2.24 0.68
H 0.73 -0.69 1.15
H 1.06 -1.89 2.30
O 0.15 0.30 -0.05
H -0.48 0.81 -0.60
O 2.53 1.43 -0.44
H 1.70 0.91 -0.31
H 2.27 1.91 -1.35
O -2.21 -1.26 -1.80
H -1.65 -0.60 -1.34
H -3.06 -0.87 -1.51
O 0.93 -1.29 -2.38
H 0.67 -0.86 -1.54
H 1.45 -0.75 -3.02
O -1.98 -0.46 1.71
H -2.63 0.32 1.76
H -1.33 -0.36 1.10
O -0.27 2.33 1.71
H -0.13 1.54 1.18
H -0.25 3.23 1.18
*
```

Properties
**Highest occupied orbital energy**: -10.337 eV
**LUMO**: -1.26 eV
**Gap between HOMO and LUMO**: 9.072 eV

=====

Stability, lowest: (z)

=====

(w)
Below is a structure of composition H14O7, with properties calculated with ωB97M-V/def2-TZVPD.

Structure (ORCA input):
```
! RIJCOSX wB97M-V def2-TZVPD def2/J DEFGRID3
* xyz 0 1
O 1.80 0.35 -0.69
H 1.09 0.56 -1.30
H 2.35 1.13 -0.68
O 0.04 -1.12 -2.78
H -0.06 -0.33 -2.26
H -0.24 -1.83 -2.20
O -1.68 -0.84 -0.54
H -2.20 -1.61 -0.77
H -2.24 -0.34 0.06
O 0.17 -0.10 0.45
H -0.46 -0.15 -0.26
H 1.01 -0.36 0.06
O -0.84 2.37 -0.54
H -0.60 1.86 0.23
H -1.37 3.09 -0.19
O -0.71 -1.31 1.86
H -0.08 -0.81 1.34
H -1.42 -1.51 1.25
O 1.67 0.05 2.56
H 2.09 -0.10 1.72
H 1.66 1.00 2.66
*
```

Properties
**Highest occupied orbital energy**: -8.803 eV
**LUMO**: 0.01 eV
**Gap between HOMO and LUMO**: 8.809 eV

=====

(x)
Below is a cluster of 7 separate species, H14O7 in total, with properties calculated with ωB97M-V/def2-TZVPD.

Structure (ORCA input):
```
! RIJCOSX wB97M-V def2-TZVPD def2/J DEFGRID3
* xyz 0 1
O 1.74 2.56 0.04
H 2.27 1.83 -0.35
H 1.08 2.11 0.58
O 0.29 0.22 -2.94
H -0.44 0.22 -2.29
H -0.01 -0.33 -3.66
O -1.93 -0.28 -1.14
H -2.30 -0.81 -1.86
H -2.44 -0.58 -0.36
O 2.51 -1.07 3.40
H 2.39 -1.51 4.25
H 1.68 -1.21 2.93
O -0.12 0.02 1.07
H 0.49 -0.09 0.33
H -0.96 0.25 0.66
O 2.36 0.15 -1.14
H 2.89 -0.63 -1.35
H 1.79 0.28 -1.93
O -3.39 -0.50 1.27
H -4.20 -1.03 1.29
H -3.69 0.41 1.22
*
```

Properties
**Highest occupied orbital energy**: -10.114 eV
**LUMO**: -0.04 eV
**Gap between HOMO and LUMO**: 10.069 eV

=====

(y)
Below is a cluster of 7 separate species, H14O7 in total, with properties calculated with ωB97M-V/def2-TZVPD.

Structure (ORCA input):
```
! RIJCOSX wB97M-V def2-TZVPD def2/J DEFGRID3
* xyz 0 1
H -0.61 0.48 -1.41
H 0.80 0.11 -0.75
H 4.95 -1.87 0.22
H 4.69 -0.37 0.35
H 0.04 3.69 -0.10
H -1.33 3.56 -0.29
H -2.14 -0.25 -0.44
H -3.05 -0.45 -1.65
H -2.83 0.11 2.89
H -1.56 -0.58 2.41
H -2.58 -2.55 -0.75
H -1.61 -3.64 -0.46
H 3.43 0.94 0.59
H 2.41 0.52 -0.48
O 0.00 -0.27 -1.11
O 4.32 -1.17 0.00
O -0.57 4.04 -0.69
O -3.09 -0.47 -0.71
O -2.11 0.19 2.30
O -1.67 -2.61 -0.48
O 2.51 0.58 0.55
*
```

Properties
**Highest occupied orbital energy**: -10.898 eV
**LUMO**: 0.24 eV
**Gap between HOMO and LUMO**: 11.140 eV

=====

Stability, lowest: (w)

=====

(w)
Below is a cluster of 7 separate species, H14O7 in total, with properties calculated with ωB97M-V/def2-TZVPD.

Structure (ORCA input):
```
! RIJCOSX wB97M-V def2-TZVPD def2/J DEFGRID3
* xyz 0 1
O 0.36 -1.32 1.76
H 1.26 -1.54 2.05
H 0.04 -2.12 1.34
O 0.34 -1.77 -2.16
H -0.16 -1.65 -2.98
H 0.26 -2.71 -1.96
O 2.92 -0.64 -2.50
H 2.00 -0.89 -2.27
H 2.90 0.32 -2.58
O -0.67 0.95 3.42
H -0.21 0.68 4.22
H -0.37 0.33 2.74
O -3.31 0.27 0.25
H -3.31 1.14 -0.17
H -2.38 0.04 0.31
O 0.14 3.21 -0.12
H 0.97 3.20 0.38
H 0.02 2.28 -0.42
O -0.31 0.47 -0.47
H -0.39 -0.20 -1.17
H -0.11 -0.04 0.34
*
```

Properties
**Highest occupied orbital energy**: -10.551 eV
**LUMO**: -0.47 eV
**Gap between HOMO and LUMO**: 10.081 eV

=====

(x)
Below is a cluster of 7 separate species, H14O7 in total, with properties calculated with ωB97M-V/def2-TZVPD.

Structure (ORCA input):
```
! RIJCOSX wB97M-V def2-TZVPD def2/J DEFGRID3
* xyz 0 1
O 0.64 -0.43 1.97
O -3.43 -4.13 0.63
O -0.61 -2.09 0.29
O 0.73 6.04 0.06
H 1.58 -0.24 1.84
H 0.50 -1.41 1.61
H -3.20 -4.73 -0.09
H -4.11 -3.56 0.25
H -1.35 -2.40 0.84
H -0.76 -2.53 -0.62
H 0.75 5.93 1.04
H 1.39 6.62 -0.27
O 0.25 -1.01 -2.23
O 2.88 0.31 -0.19
O -0.27 1.30 -0.44
H 2.06 -0.06 -0.52
H 3.00 1.12 -0.67
H -0.57 -1.10 -2.77
H 0.13 -0.23 -1.63
H -0.75 2.04 0.01
H -0.14 0.61 0.29
*
```

Properties
**Highest occupied orbital energy**: -10.948 eV
**LUMO**: 0.27 eV
**Gap between HOMO and LUMO**: 11.219 eV

=====

(y)
Below is a cluster of 7 separate species, H14O7 in total, with properties calculated with ωB97M-V/def2-TZVPD.

Structure (ORCA input):
```
! RIJCOSX wB97M-V def2-TZVPD def2/J DEFGRID3
* xyz 0 1
H 1.14 -0.49 -0.43
H 0.87 0.40 0.77
H 2.20 0.73 -4.51
H 2.32 -0.64 -3.85
H -0.10 -2.90 1.67
H 0.55 -3.78 0.62
H 2.19 0.40 1.86
H 3.61 0.68 1.41
H -1.44 1.06 -1.24
H -2.86 1.44 -1.62
H -2.15 1.95 1.50
H -1.26 3.10 1.07
H -2.74 -0.16 1.44
H -2.56 -1.50 0.76
O 0.52 0.16 -0.09
O 1.68 0.04 -4.08
O 0.74 -3.05 1.22
O 3.03 -0.04 1.67
O -2.26 1.40 -0.87
O -1.26 2.15 1.21
O -2.22 -0.97 1.49
*
```

Properties
**Highest occupied orbital energy**: -10.451 eV
**LUMO**: 0.58 eV
**Gap between HOMO and LUMO**: 11.029 eV

=====

(z)
Below is a cluster of 7 separate species, H14O7 in total, with properties calculated with ωB97M-V/def2-TZVPD.

Structure (ORCA input):
```
! RIJCOSX wB97M-V def2-TZVPD def2/J DEFGRID3
* xyz 0 1
O -6.84 19.83 3.03
H -6.30 19.13 2.64
H -6.53 19.88 3.94
O -9.96 22.00 -0.47
H -10.41 22.08 0.37
H -9.01 21.98 -0.24
O -3.57 19.82 1.26
H -3.61 20.79 1.39
H -4.17 19.68 0.52
O -6.91 20.88 0.25
H -7.03 20.44 1.11
H -6.75 20.16 -0.37
O -9.71 19.08 -0.31
H -9.38 18.89 -1.19
H -9.81 20.05 -0.30
O -5.05 19.04 -1.57
H -5.41 19.21 -2.45
H -4.23 19.55 -1.55
O -4.72 22.37 1.56
H -5.06 22.71 2.39
H -5.49 22.29 0.98
*
```

Properties
**Highest occupied orbital energy**: -10.950 eV
**LUMO**: 0.25 eV
**Gap between HOMO and LUMO**: 11.195 eV

=====

Stability, lowest: (y)

=====

(w)
Below is a cluster of 7 separate species, H14O7 in total, with properties calculated with ωB97M-V/def2-TZVPD.

Structure (ORCA input):
```
! RIJCOSX wB97M-V def2-TZVPD def2/J DEFGRID3
* xyz 0 1
H 1.27 -0.47 -0.66
H -0.20 -0.31 -1.00
H -1.24 -2.80 0.07
H -0.98 -1.31 0.14
H 1.85 2.53 2.52
H 2.23 1.35 1.63
H 4.22 -2.54 -0.51
H 4.14 -1.15 0.11
H -0.40 2.66 -0.17
H 0.73 1.79 -0.69
H -2.33 2.56 -1.13
H -1.91 1.33 -1.92
H -4.37 -1.17 1.61
H -2.99 -1.81 1.51
O 0.66 -0.46 -1.41
O -1.65 -1.95 -0.12
O 1.53 2.00 1.77
O 4.76 -1.87 -0.07
O 0.04 1.81 -0.02
O -1.56 2.02 -1.34
O -3.78 -1.63 0.99
*
```

Properties
**Highest occupied orbital energy**: -9.021 eV
**LUMO**: 0.00 eV
**Gap between HOMO and LUMO**: 9.018 eV

=====

(x)
Below is a cluster of 7 separate species, H14O7 in total, with properties calculated with ωB97M-V/def2-TZVPD.

Structure (ORCA input):
```
! RIJCOSX wB97M-V def2-TZVPD def2/J DEFGRID3
* xyz 0 1
O -23.51 21.51 18.61
H -22.72 21.51 19.17
H -23.22 21.17 17.76
O -22.23 24.71 18.09
H -23.16 24.92 18.23
H -21.79 24.92 18.92
O -20.21 25.20 20.10
H -20.62 26.03 20.35
H -19.53 25.05 20.76
O -21.23 22.26 20.26
H -20.93 23.18 20.25
H -21.58 22.12 21.15
O -22.06 22.96 23.14
H -22.76 23.42 22.66
H -21.61 23.64 23.64
O -22.90 20.57 24.45
H -22.15 20.15 24.87
H -22.53 21.31 23.95
O -19.61 23.35 16.65
H -20.35 23.50 17.25
H -20.00 22.90 15.89
*
```

Properties
**Highest occupied orbital energy**: -10.648 eV
**LUMO**: -0.41 eV
**Gap between HOMO and LUMO**: 10.236 eV

=====

(y)
Below is a cluster of 7 separate species, H14O7 in total, with properties calculated with ωB97M-V/def2-TZVPD.

Structure (ORCA input):
```
! RIJCOSX wB97M-V def2-TZVPD def2/J DEFGRID3
* xyz 0 1
O 7.17 13.43 9.87
H 8.02 13.72 10.21
H 6.57 13.85 10.48
O 9.73 12.57 12.28
H 9.63 12.94 13.15
H 9.99 11.73 12.64
O 9.21 15.30 11.11
H 9.31 15.60 10.19
H 9.58 14.45 11.19
O 12.19 10.08 11.82
H 12.81 10.24 12.52
H 12.08 9.14 11.90
O 11.06 12.12 9.55
H 11.74 12.63 9.20
H 11.22 11.95 10.47
O 9.46 10.19 13.67
H 10.26 9.92 14.09
H 9.52 9.72 12.85
O 6.81 11.15 14.57
H 6.59 10.62 15.39
H 7.67 10.93 14.33
*
```

Properties
**Highest occupied orbital energy**: -10.504 eV
**LUMO**: -0.30 eV
**Gap between HOMO and LUMO**: 10.205 eV

=====

(z)
Below is a cluster of 7 separate species, H14O7 in total, with properties calculated with ωB97M-V/def2-TZVPD.

Structure (ORCA input):
```
! RIJCOSX wB97M-V def2-TZVPD def2/J DEFGRID3
* xyz 0 1
O -24.73 -5.49 -6.83
H -25.53 -4.95 -6.93
H -24.00 -4.90 -7.13
O -25.91 -7.22 -8.77
H -25.83 -8.07 -8.31
H -25.22 -6.66 -8.35
O -25.33 -7.69 -4.48
H -24.37 -7.64 -4.51
H -25.63 -7.16 -5.23
O -28.39 -4.54 -6.15
H -28.17 -3.63 -6.37
H -28.41 -4.57 -5.19
O -20.75 -5.11 -7.59
H -19.98 -5.09 -7.02
H -21.37 -5.71 -7.15
O -26.17 -2.87 -7.09
H -25.24 -2.69 -7.28
H -26.66 -2.32 -7.72
O -23.01 -3.28 -7.64
H -22.13 -3.69 -7.55
H -23.11 -3.10 -8.58
*
```

Properties
**Highest occupied orbital energy**: -10.650 eV
**LUMO**: 0.03 eV
**Gap between HOMO and LUMO**: 10.685 eV

=====

Stability, lowest: (w)